1.
Entry from the OMol25 dataset: 11 unconnected molecules or ions with the total composition C62H186N30O11P10S (ωB97M-V with the def2-TZVPD basis set).

Structure (XYZ):
```
300
Properties=species:S:1:pos:R:3:lowdin_charge:R:1
O -1.215 -1.554 4.710 -0.28
P -2.127 -2.747 4.698 0.57
N -3.693 -2.500 4.051 -0.31
C -4.496 -1.461 4.628 -0.12
C -3.777 -2.534 2.624 -0.12
N -2.465 -3.488 6.199 -0.30
C -3.683 -4.137 6.724 -0.10
C -1.321 -3.512 7.135 -0.10
N -1.555 -4.066 3.908 -0.29
C -0.132 -4.145 3.480 -0.07
C -2.211 -5.381 3.842 -0.10
H -4.189 -1.373 5.671 0.06
H -5.559 -1.696 4.683 0.09
H -4.405 -0.561 4.020 0.08
H -3.501 -3.510 2.223 0.07
H -3.121 -1.783 2.183 0.07
H -4.797 -2.196 2.444 0.08
H -4.358 -3.287 6.826 0.06
H -4.120 -4.910 6.092 0.07
H -3.611 -4.646 7.685 0.08
H -0.529 -2.938 6.655 0.05
H -1.608 -2.933 8.013 0.07
H -1.136 -4.476 7.610 0.08
H 0.089 -3.367 2.749 0.06
H 0.491 -3.976 4.358 0.07
H 0.052 -5.124 3.036 0.06
H -1.948 -6.009 2.990 0.06
H -3.260 -5.181 3.622 0.07
H -2.128 -5.903 4.796 0.08
O -5.863 4.411 0.187 -0.27
P -6.649 3.232 0.563 0.59
N -7.826 2.719 -0.548 -0.31
C -7.312 2.144 -1.794 -0.10
C -9.097 3.408 -0.629 -0.12
N -7.463 3.459 2.081 -0.31
C -8.354 2.453 2.661 -0.12
C -7.340 4.673 2.825 -0.14
N -5.611 1.869 0.821 -0.28
C -5.990 0.478 1.116 -0.11
C -4.195 2.046 0.418 -0.11
H -6.897 2.940 -2.413 0.08
H -8.105 1.618 -2.325 0.08
H -6.580 1.369 -1.569 0.06
H -9.915 2.844 -1.077 0.08
H -9.022 4.367 -1.141 0.08
H -9.420 3.741 0.357 0.07
H -9.142 2.955 3.224 0.08
H -8.876 1.786 1.974 0.08
H -7.823 1.956 3.473 0.07
H -8.301 5.186 2.837 0.08
H -7.035 4.431 3.843 0.07
H -6.674 5.390 2.344 0.08
H -6.903 0.178 0.602 0.07
H -5.216 -0.248 0.868 0.06
H -6.276 0.477 2.168 0.06
H -3.671 2.747 1.068 0.06
H -4.131 2.509 -0.567 0.05
H -3.589 1.146 0.313 0.06
O 7.261 -3.583 -0.764 -0.28
P 5.985 -2.865 -0.866 0.59
N 5.253 -2.243 0.574 -0.27
C 4.785 -3.166 1.636 -0.10
C 5.861 -0.998 1.135 -0.12
N 4.708 -3.804 -1.537 -0.29
C 4.995 -5.176 -2.052 -0.10
C 3.332 -3.345 -1.681 -0.12
N 6.017 -1.581 -2.008 -0.28
C 7.267 -1.390 -2.826 -0.08
C 5.036 -0.497 -2.093 -0.13
H 4.394 -4.056 1.142 0.06
H 3.959 -2.873 2.283 0.06
H 5.568 -3.451 2.339 0.08
H 6.726 -1.238 1.754 0.09
H 5.201 -0.301 1.651 0.05
H 6.298 -0.337 0.386 0.07
H 5.407 -5.826 -1.280 0.07
H 4.155 -5.590 -2.609 0.07
H 5.705 -5.094 -2.875 0.07
H 3.045 -2.668 -0.877 0.05
H 3.288 -2.583 -2.459 0.06
H 2.687 -4.210 -1.838 0.05
H 7.272 -2.042 -3.700 0.07
H 7.283 -0.383 -3.244 0.07
H 8.108 -1.616 -2.171 0.07
H 5.444 0.513 -2.125 0.07
H 4.361 -0.491 -1.236 0.05
H 4.445 -0.675 -2.992 0.04
O 0.688 -5.955 -2.171 -0.28
P 0.354 -6.983 -1.160 0.64
N 0.655 -8.611 -1.583 -0.30
C 0.458 -9.736 -0.712 -0.12
C 1.353 -8.788 -2.875 -0.11
N -1.349 -7.012 -0.833 -0.32
C -1.974 -5.995 -0.023 -0.13
C -2.270 -7.667 -1.723 -0.11
N 1.048 -6.872 0.424 -0.29
C 0.805 -7.759 1.566 -0.12
C 2.280 -6.079 0.457 -0.11
H 0.534 -10.658 -1.288 0.09
H -0.471 -9.738 -0.143 0.08
H 1.344 -9.677 -0.079 0.07
H 0.981 -8.152 -3.678 0.07
H 1.275 -9.781 -3.317 0.08
H 2.420 -8.579 -2.792 0.07
H -2.229 -5.162 -0.679 0.06
H -2.953 -6.322 0.329 0.08
H -1.259 -5.474 0.613 0.07
H -2.050 -8.720 -1.545 0.07
H -3.279 -7.381 -1.427 0.08
H -2.089 -7.470 -2.780 0.08
H 1.029 -7.174 2.458 0.07
H -0.246 -8.050 1.576 0.08
H 1.422 -8.657 1.611 0.07
H 2.455 -5.585 1.413 0.07
H 2.183 -5.284 -0.282 0.04
H 3.096 -6.755 0.203 0.09
O 3.902 -1.195 7.955 -0.31
P 3.729 -0.148 6.864 0.65
N 2.720 -0.517 5.574 -0.31
C 1.980 0.448 4.796 -0.12
C 2.318 -1.869 5.355 -0.12
N 5.173 0.488 6.076 -0.30
C 5.260 0.862 4.647 -0.09
C 6.442 0.289 6.712 -0.16
N 3.016 1.275 7.543 -0.30
C 3.790 2.081 8.565 -0.08
C 1.637 1.192 7.954 -0.15
H 2.244 0.413 3.739 0.07
H 2.266 1.411 5.219 0.07
H 0.921 0.305 5.014 0.07
H 2.290 -2.203 4.317 0.07
H 1.294 -1.971 5.714 0.05
H 2.860 -2.548 6.013 0.08
H 4.368 1.375 4.288 0.06
H 6.083 1.554 4.470 0.09
H 5.394 -0.079 4.112 0.07
H 7.000 1.225 6.735 0.08
H 6.270 0.038 7.758 0.07
H 7.078 -0.409 6.167 0.08
H 4.810 1.697 8.595 0.06
H 3.774 3.132 8.276 0.08
H 3.383 2.073 9.576 0.08
H 1.040 0.566 7.290 0.06
H 1.188 2.174 8.100 0.08
H 1.629 0.742 8.946 0.08
O 4.502 2.124 -7.998 -0.28
P 3.661 1.111 -7.307 0.63
N 3.172 1.496 -5.740 -0.29
C 2.612 0.524 -4.808 -0.11
C 3.902 2.566 -5.086 -0.11
N 4.509 -0.420 -7.199 -0.32
C 4.762 -1.222 -8.399 -0.11
C 5.558 -0.570 -6.189 -0.11
N 2.149 0.673 -8.047 -0.30
C 1.349 -0.427 -7.705 -0.15
C 1.657 1.708 -8.946 -0.11
H 2.523 -0.460 -5.269 0.08
H 1.722 0.965 -4.358 0.06
H 3.155 0.370 -3.876 0.05
H 4.826 2.227 -4.619 0.08
H 3.233 3.010 -4.349 0.07
H 4.194 3.226 -5.902 0.07
H 5.384 -2.098 -8.213 0.08
H 3.873 -1.449 -8.987 0.07
H 5.249 -0.520 -9.076 0.08
H 5.224 -0.181 -5.227 0.05
H 5.680 -1.635 -5.990 0.08
H 6.478 -0.229 -6.665 0.09
H 0.985 -0.356 -6.680 0.03
H 0.515 -0.798 -8.301 0.09
H 1.998 -1.297 -7.800 0.07
H 1.228 2.540 -8.388 0.07
H 0.990 1.208 -9.649 0.08
H 2.493 2.088 -9.533 0.07
O 3.028 5.238 1.961 -0.28
P 3.203 5.045 0.539 0.62
N 1.713 4.850 -0.285 -0.29
C 0.565 4.161 0.393 -0.06
C 1.586 4.703 -1.670 -0.19
N 4.055 3.511 0.160 -0.27
C 4.261 3.114 -1.222 -0.15
C 4.133 2.467 1.232 -0.09
N 4.152 6.264 -0.277 -0.32
C 5.558 6.363 0.121 -0.11
C 3.529 7.581 -0.486 -0.11
H 0.693 3.080 0.347 0.06
H -0.351 4.413 -0.141 0.07
H 0.490 4.515 1.421 0.07
H 1.573 3.634 -1.883 0.07
H 2.407 5.144 -2.235 0.08
H 0.692 5.185 -2.065 0.08
H 5.308 2.884 -1.422 0.07
H 3.588 2.296 -1.479 0.07
H 4.045 3.946 -1.891 0.05
H 3.114 2.338 1.594 0.06
H 4.553 1.537 0.846 0.04
H 4.804 2.781 2.031 0.07
H 5.653 6.065 1.165 0.08
H 6.075 5.690 -0.563 0.07
H 5.929 7.370 -0.073 0.08
H 4.029 8.066 -1.324 0.08
H 3.593 8.191 0.415 0.08
H 2.497 7.347 -0.747 0.07
O -2.232 4.865 6.325 -0.29
P -2.425 3.407 6.035 0.52
N -1.288 2.857 4.892 -0.26
C -1.619 1.655 4.132 -0.13
C 0.102 3.385 4.862 -0.08
N -3.909 3.104 5.375 -0.29
C -5.168 3.046 6.244 -0.05
C -4.166 3.634 4.083 -0.14
N -2.191 2.359 7.297 -0.28
C -2.297 0.877 7.173 -0.10
C -1.880 2.877 8.645 -0.10
H -2.178 1.892 3.226 0.06
H -2.040 0.904 4.801 0.03
H -0.757 1.088 3.781 0.06
H 0.103 4.474 4.878 0.07
H 0.693 3.057 4.006 0.07
H 0.662 3.235 5.785 0.06
H -6.014 2.578 5.742 0.07
H -4.900 2.526 7.163 0.06
H -5.450 4.049 6.565 0.08
H -4.926 3.191 3.441 0.07
H -4.490 4.655 4.285 0.09
H -3.234 3.646 3.518 0.07
H -2.557 0.399 8.118 0.08
H -3.020 0.528 6.435 0.05
H -1.342 0.406 6.942 0.06
H -1.538 3.896 8.460 0.06
H -1.136 2.209 9.078 0.07
H -2.772 3.072 9.240 0.07
O -2.924 -3.069 -5.772 -0.30
P -2.308 -2.091 -4.822 0.58
N -1.649 -0.660 -5.578 -0.27
C -0.931 0.376 -4.863 -0.13
C -2.249 -0.212 -6.791 -0.15
N -0.951 -2.793 -4.095 -0.28
C -1.170 -3.855 -3.102 -0.13
C 0.326 -3.005 -4.748 -0.09
N -3.362 -1.663 -3.626 -0.30
C -2.828 -0.996 -2.454 -0.12
C -4.681 -2.302 -3.477 -0.08
H -1.558 1.137 -4.397 0.06
H -0.320 0.904 -5.596 0.05
H -0.158 -0.052 -4.225 0.07
H -1.740 0.573 -7.351 0.07
H -3.238 0.214 -6.620 0.08
H -2.275 -1.001 -7.543 0.08
H -2.141 -3.695 -2.633 0.06
H -1.195 -4.900 -3.409 0.07
H -0.409 -3.855 -2.322 0.06
H 0.355 -3.746 -5.546 0.09
H 0.570 -2.044 -5.201 0.05
H 0.988 -3.518 -4.050 0.07
H -1.857 -1.333 -2.092 0.05
H -2.616 0.051 -2.671 0.05
H -3.560 -0.918 -1.650 0.08
H -4.543 -3.226 -2.916 0.07
H -5.101 -2.372 -4.480 0.08
H -5.254 -1.691 -2.780 0.07
O -2.611 6.161 -3.801 -0.29
P -2.156 5.006 -4.610 0.61
N -2.753 4.888 -6.248 -0.30
C -3.916 5.722 -6.566 -0.13
C -2.318 3.885 -7.267 -0.08
N -2.494 3.543 -3.815 -0.29
C -3.731 2.884 -4.073 -0.13
C -1.870 3.255 -2.506 -0.09
N -0.439 4.978 -4.771 -0.29
C 0.361 6.153 -4.640 -0.14
C 0.291 3.670 -4.982 -0.09
H -3.889 6.771 -6.274 0.08
H -4.815 5.270 -6.146 0.07
H -3.969 5.698 -7.654 0.07
H -3.221 3.549 -7.777 0.08
H -1.923 3.002 -6.765 0.05
H -1.758 4.420 -8.034 0.08
H -4.186 2.373 -3.224 0.08
H -4.508 3.546 -4.455 0.07
H -3.606 2.188 -4.902 0.06
H -1.791 2.169 -2.445 0.05
H -0.804 3.474 -2.444 0.04
H -2.261 3.728 -1.606 0.08
H 0.413 6.717 -5.572 0.08
H 0.032 6.704 -3.759 0.08
H 1.395 5.820 -4.548 0.07
H 1.102 3.733 -5.707 0.07
H -0.443 3.025 -5.465 0.03
H 0.812 3.342 -4.083 0.06
C -0.616 -0.735 0.614 -0.26
S 0.760 -0.345 -0.500 0.86
O 0.559 1.072 -1.115 -0.58
C 2.160 -0.286 0.767 -0.23
H -1.099 0.153 1.021 0.05
H -0.344 -1.295 1.509 0.04
H -1.439 -1.180 0.054 0.02
H 2.010 0.542 1.461 0.03
H 3.112 -0.060 0.287 0.00
H 2.313 -1.260 1.231 0.04
```

- lowest unoccupied orbital energy (hartree) = 0.0028
- HOMO-LUMO gap (eV) = 8.135
- charge = 0

=====

2.
Entry from the OMol25 dataset: a molecular structure, C12H28BBrCaO4 (ωB97M-V with the def2-TZVPD basis set).

Structure (XYZ):
```
47
Properties=species:S:1:pos:R:3:lowdin_charge:R:1
Ca 5.574 9.764 10.774 0.92
Br 6.117 10.943 13.385 -0.32
B 3.432 8.238 10.680 0.11
H 7.522 15.480 5.461 -0.01
H 12.660 11.083 5.894 -0.26
H 3.606 6.213 4.518 -0.20
H 6.614 15.788 2.825 0.01
C 7.287 6.175 7.880 0.00
C 6.286 7.235 8.284 -0.49
O 6.595 8.003 9.141 -0.03
C 4.927 7.290 7.604 -0.04
H 6.779 5.263 7.493 0.10
H 7.995 5.982 8.682 0.08
H 7.878 6.662 7.081 0.11
H 4.936 6.809 6.638 -0.01
H 4.707 8.344 7.448 0.08
H 4.119 6.856 8.255 0.08
C 9.483 11.810 11.636 -0.03
C 8.933 10.613 10.986 -0.52
O 8.006 10.663 10.156 -0.05
C 9.591 9.348 11.379 -0.02
H 8.932 12.711 11.417 0.09
H 10.575 11.901 11.425 0.11
H 9.327 11.615 12.680 0.07
H 10.597 9.374 10.873 0.12
H 8.994 8.496 11.127 0.06
H 9.879 9.378 12.451 0.10
C 4.169 12.932 7.753 -0.01
C 4.375 12.672 9.165 -0.48
O 4.724 11.594 9.600 -0.10
C 4.204 13.849 10.053 -0.01
H 3.113 12.834 7.457 0.12
H 4.700 12.200 7.153 0.10
H 4.416 13.959 7.514 0.09
H 3.546 14.643 9.640 0.10
H 5.187 14.293 10.210 0.11
H 3.722 13.747 11.032 0.10
C 7.409 6.245 13.668 0.00
C 6.289 6.918 12.860 -0.42
O 6.523 7.823 12.035 -0.13
C 4.908 6.321 13.097 -0.02
H 7.253 6.458 14.731 0.09
H 8.406 6.541 13.304 0.08
H 7.308 5.148 13.486 0.10
H 4.810 6.107 14.173 0.10
H 4.951 5.355 12.579 0.10
H 4.069 6.920 12.693 0.02
```

- lowest unoccupied orbital energy (hartree) = -0.1552
- HOMO-LUMO gap (eV) = 1.374
- charge = 0

=====

3.
Entry from the OMol25 dataset: a molecular structure, C22H19CaClN6O7S (ωB97M-V with the def2-TZVPD basis set).

Structure (XYZ):
```
57
Properties=species:S:1:pos:R:3:lowdin_charge:R:1
Ca 0.413 -0.749 0.127 1.42
O -1.785 3.058 2.512 0.02
C -2.866 2.309 2.807 -0.27
C -3.787 2.833 3.714 -0.02
C -4.932 2.132 4.060 -0.12
C -5.179 0.889 3.500 -0.12
C -4.286 0.378 2.566 -0.05
C -3.145 1.077 2.191 -0.07
C -2.210 0.535 1.121 -0.50
O -1.041 0.213 1.523 -0.19
N -2.986 -0.476 0.220 0.00
N -2.015 -1.178 -0.514 0.00
C -2.492 -1.907 -1.449 -0.12
C -1.727 -2.577 -2.486 -0.15
C -2.458 -3.054 -3.580 -0.09
C -1.858 -3.642 -4.679 -0.15
C -0.464 -3.757 -4.677 -0.14
C 0.287 -3.315 -3.612 -0.04
C -0.300 -2.716 -2.461 -0.39
O 0.429 -2.388 -1.454 -0.23
H -0.939 2.670 2.848 0.04
H -3.557 3.794 4.156 0.11
H -5.624 2.555 4.780 0.09
H -6.063 0.325 3.774 0.08
H -4.472 -0.574 2.086 0.10
H -3.575 -2.016 -1.534 0.12
H -3.538 -2.934 -3.558 0.10
H -2.449 -3.993 -5.516 0.07
H 0.038 -4.205 -5.530 0.08
H 1.367 -3.410 -3.607 0.10
C 0.194 3.666 -0.530 -0.02
C 0.021 2.185 -0.676 -0.29
N 1.008 1.379 -0.779 -0.05
N 2.255 1.978 -0.860 0.02
C 3.298 1.246 -0.666 -0.69
N 4.509 1.844 -1.037 0.01
S 3.661 -0.376 -0.062 0.80
C -1.322 1.633 -1.035 -0.24
C -1.469 1.372 -2.370 -0.05
C -2.739 0.936 -2.878 -0.10
C -3.727 0.620 -2.026 -0.07
C -3.473 0.719 -0.566 -0.26
N -2.352 1.562 -0.152 0.12
H 0.618 3.885 0.455 0.06
H -0.759 4.178 -0.647 0.08
H 0.919 4.004 -1.272 0.07
H 4.437 2.357 -1.902 0.07
H 5.309 1.233 -0.986 0.04
H -0.633 1.537 -3.034 0.10
H -2.887 0.852 -3.949 0.10
H -4.700 0.293 -2.370 0.09
H -4.371 1.044 -0.038 0.13
O 2.850 2.108 3.935 -0.52
Cl 1.788 2.329 2.938 0.80
O 0.493 2.386 3.689 -0.52
O 2.517 -0.929 0.853 -0.88
O 1.978 3.662 2.324 -0.52
```

- ΔE to the lowest compared entry with this formula, charge and spin (kJ/mol) = 248.26
- lowest unoccupied orbital energy (hartree) = 0.1690
- HOMO-LUMO gap (eV) = 6.764
- charge = -2

=====

4.
Entry from the OMol25 dataset: 4 unconnected molecules or ions with the total composition C2H11NO4 (ωB97M-V with the def2-TZVPD basis set).

Structure (XYZ):
```
18
Properties=species:S:1:pos:R:3:lowdin_charge:R:1
C -0.917 -0.079 1.653 -0.53
N -1.562 -1.237 1.203 -0.17
C -1.151 -2.507 1.754 -0.21
O -0.622 0.925 0.946 -0.21
H -0.618 -0.286 2.710 0.06
H -2.472 -1.236 0.695 0.07
H -0.946 -2.480 2.837 0.05
H -2.063 -3.095 1.556 0.05
H -0.231 -2.940 1.341 0.05
H 0.394 -1.107 -1.018 0.00
H 0.595 0.102 -0.137 -0.03
O 1.056 -0.452 -0.799 -0.12
H 1.852 2.683 -1.637 -0.02
H 2.877 2.495 -0.605 0.03
O 2.151 3.077 -0.819 -0.04
H 0.524 2.140 -2.470 0.02
H 0.470 1.590 -3.826 0.03
O 0.663 2.408 -3.384 -0.05
```

- ΔE to the lowest compared entry with this formula, charge and spin (kJ/mol) = 140.23
- spin multiplicity = 2
- lowest unoccupied orbital energy (alpha / beta) (hartree) = 0.1304 / 0.1294
- HOMO-LUMO gap (alpha / beta) (eV) = 3.059 / 7.745
- <S²> = 0.75
- charge = -1

=====

5.
Entry from the OMol25 dataset: a molecular structure, CH2ClIO (ωB97M-V with the def2-TZVPD basis set).

Structure (XYZ):
```
6
Properties=species:S:1:pos:R:3:lowdin_charge:R:1
C -1.623 0.238 -0.643 -1.13
O 1.549 -0.303 -0.107 -0.06
Cl -1.253 -1.131 0.278 0.48
I -2.785 1.668 0.265 0.69
H 1.986 0.498 -0.022 0.00
H 2.126 -0.969 0.230 0.03
```

- ΔE to the lowest compared entry with this formula, charge and spin (kJ/mol) = 289.95
- lowest unoccupied orbital energy (hartree) = -0.0343
- HOMO-LUMO gap (eV) = 7.716
- charge = 0

=====

Please write out number 5 again, unchanged.
Entry from the OMol25 dataset: a molecular structure, CH2ClIO (ωB97M-V with the def2-TZVPD basis set).

Structure (XYZ):
```
6
Properties=species:S:1:pos:R:3:lowdin_charge:R:1
C -1.623 0.238 -0.643 -1.13
O 1.549 -0.303 -0.107 -0.06
Cl -1.253 -1.131 0.278 0.48
I -2.785 1.668 0.265 0.69
H 1.986 0.498 -0.022 0.00
H 2.126 -0.969 0.230 0.03
```

- ΔE to the lowest compared entry with this formula, charge and spin (kJ/mol) = 289.95
- lowest unoccupied orbital energy (hartree) = -0.0343
- HOMO-LUMO gap (eV) = 7.716
- charge = 0